<a>
Computed, not measured: a 8-piece molecular cluster, C48H120N8O16 overall, with the ωB97M-V functional and the def2-TZVPD basis.

Bonds (Å) are listed after each position.
Cartesian coordinates (Å):
1 C -3.454 13.031 -0.012  O2 1.454, H10 1.090, H11 1.090, H12 1.090
2 O -2.136 12.743 -0.556  C1 1.454, C3 1.396
3 C -1.444 11.730 0.110  O2 1.396, C4 1.525, H13 1.090, H14 1.090
4 C -0.193 11.433 -0.710  C3 1.525, N5 1.430, H15 1.090, H16 1.090
5 N 0.470 10.282 -0.181  C4 1.430, C6 1.510, H17 1.010
6 C 1.836 10.006 -0.762  N5 1.510, C7 1.505, H18 1.090, H19 1.090
7 C 2.445 8.857 -0.005  C6 1.505, O8 1.439, H20 1.090, H21 1.090
8 O 2.763 9.203 1.355  C7 1.439, C9 1.444
9 C 3.409 8.150 2.102  O8 1.444, H22 1.090, H23 1.090, H24 1.090
10 H -3.265 13.281 1.032  C1 1.090
11 H -4.138 12.187 -0.106  C1 1.090
12 H -3.953 13.866 -0.502  C1 1.090
13 H -2.055 10.831 0.021  C3 1.090
14 H -1.122 11.929 1.132  C3 1.090
15 H 0.507 12.268 -0.709  C4 1.090
16 H -0.495 11.231 -1.738  C4 1.090
17 H 0.536 10.379 0.822  N5 1.010
18 H 2.414 10.929 -0.710  C6 1.090
19 H 1.801 9.681 -1.802  C6 1.090
20 H 3.389 8.641 -0.507  C7 1.090
21 H 1.788 7.987 -0.008  C7 1.090
22 H 4.327 7.738 1.681  C9 1.090
23 H 2.703 7.393 2.444  C9 1.090
24 H 3.824 8.597 3.006  C9 1.090
25 C -1.660 -13.567 0.577  O26 1.380, H34 1.090, H35 1.090, H36 1.090
26 O -1.916 -12.226 0.375  C25 1.380, C27 1.409
27 C -1.540 -11.738 -0.892  O26 1.409, C28 1.495, H37 1.090, H38 1.090
28 C -1.888 -10.284 -0.927  C27 1.495, N29 1.453, H39 1.090, H40 1.090
29 N -1.795 -9.813 -2.299  C28 1.453, C30 1.483, H41 1.010
30 C -1.941 -8.340 -2.381  N29 1.483, C31 1.526, H42 1.090, H43 1.090
31 C -2.255 -7.967 -3.827  C30 1.526, O32 1.402, H44 1.090, H45 1.090
32 O -3.617 -8.224 -4.033  C31 1.402, C33 1.394
33 C -3.981 -7.950 -5.351  O32 1.394, H46 1.090, H47 1.090, H48 1.090
34 H -0.599 -13.620 0.821  C25 1.090
35 H -1.960 -14.180 -0.274  C25 1.090
36 H -2.218 -13.894 1.454  C25 1.090
37 H -2.217 -12.193 -1.616  C27 1.090
38 H -0.475 -11.903 -1.055  C27 1.090
39 H -1.258 -9.690 -0.265  C28 1.090
40 H -2.932 -10.236 -0.618  C28 1.090
41 H -2.581 -10.254 -2.756  N29 1.010
42 H -0.975 -7.877 -2.176  C30 1.090
43 H -2.725 -8.009 -1.700  C30 1.090
44 H -1.617 -8.502 -4.531  C31 1.090
45 H -2.031 -6.909 -3.959  C31 1.090
46 H -3.269 -8.352 -6.071  C33 1.090
47 H -4.046 -6.889 -5.595  C33 1.090
48 H -4.972 -8.294 -5.647  C33 1.090
49 C 2.113 -3.336 -8.263  O50 1.425, H58 1.090, H59 1.090, H60 1.090
50 O 2.578 -4.683 -8.281  C49 1.425, C51 1.410
51 C 2.307 -5.435 -9.442  O50 1.410, C52 1.559, H61 1.090, H62 1.090
52 C 3.206 -6.709 -9.458  C51 1.559, N53 1.481, H63 1.090, H64 1.090
53 N 4.532 -6.431 -10.055  C52 1.481, C54 1.461, H65 1.010
54 C 5.323 -7.636 -10.294  N53 1.461, C55 1.562, H66 1.090, H67 1.090
55 C 6.729 -7.159 -10.782  C54 1.562, O56 1.425, H68 1.090, H69 1.090
56 O 7.703 -8.189 -10.632  C55 1.425, C57 1.400
57 C 8.924 -7.826 -11.213  O56 1.400, H70 1.090, H71 1.090, H72 1.090
58 H 2.526 -2.804 -9.120  C49 1.090
59 H 2.486 -2.899 -7.337  C49 1.090
60 H 1.024 -3.311 -8.226  C49 1.090
61 H 2.513 -4.884 -10.359  C51 1.090
62 H 1.256 -5.711 -9.527  C51 1.090
63 H 2.750 -7.567 -9.952  C52 1.090
64 H 3.358 -7.047 -8.433  C52 1.090
65 H 5.015 -5.737 -9.503  N53 1.010
66 H 4.802 -8.226 -11.048  C54 1.090
67 H 5.399 -8.048 -9.288  C54 1.090
68 H 7.079 -6.340 -10.153  C55 1.090
69 H 6.581 -6.807 -11.802  C55 1.090
70 H 9.064 -7.892 -12.292  C57 1.090
71 H 9.713 -8.430 -10.765  C57 1.090
72 H 9.277 -6.821 -10.981  C57 1.090
73 C -1.024 4.354 1.975  O74 1.411, H82 1.090, H83 1.090, H84 1.090
74 O -1.389 3.414 2.962  C73 1.411, C75 1.466
75 C -0.382 2.357 3.100  O74 1.466, C76 1.555, H85 1.090, H86 1.090
76 C -0.116 1.526 1.813  C75 1.555, N77 1.479, H87 1.090, H88 1.090
77 N -1.270 0.695 1.406  C76 1.479, C78 1.446, H89 1.010
78 C -1.002 0.077 0.126  N77 1.446, C79 1.573, H90 1.090, H91 1.090
79 C -1.502 1.034 -1.018  C78 1.573, O80 1.444, H92 1.090, H93 1.090
80 O -0.637 2.171 -1.225  C79 1.444, C81 1.384
81 C -1.004 2.906 -2.339  O80 1.384, H94 1.090, H95 1.090, H96 1.090
82 H -1.274 4.078 0.951  C73 1.090
83 H 0.015 4.678 2.038  C73 1.090
84 H -1.587 5.268 2.160  C73 1.090
85 H -0.623 1.579 3.825  C75 1.090
86 H 0.547 2.829 3.417  C75 1.090
87 H 0.700 0.832 2.016  C76 1.090
88 H 0.153 2.128 0.945  C76 1.090
89 H -2.081 1.296 1.354  N77 1.010
90 H -1.599 -0.833 0.180  C78 1.090
91 H 0.020 -0.295 0.061  C78 1.090
92 H -2.507 1.363 -0.751  C79 1.090
93 H -1.677 0.569 -1.988  C79 1.090
94 H -0.378 3.795 -2.420  C81 1.090
95 H -2.054 3.196 -2.309  C81 1.090
96 H -0.769 2.262 -3.187  C81 1.090
97 C 7.312 -0.054 1.743  O98 1.401, H106 1.090, H107 1.090, H108 1.090
98 O 8.520 -0.408 1.128  C97 1.401, C99 1.373
99 C 9.393 -1.114 1.919  O98 1.373, C100 1.584, H109 1.090, H110 1.090
100 C 10.539 -0.149 2.432  C99 1.584, N101 1.432, H111 1.090, H112 1.090
101 N 10.096 1.022 3.128  C100 1.432, C102 1.449, H113 1.010
102 C 9.751 0.631 4.480  N101 1.449, C103 1.572, H114 1.090, H115 1.090
103 C 9.050 1.866 5.155  C102 1.572, O104 1.396, H116 1.090, H117 1.090
104 O 7.667 1.899 4.973  C103 1.396, C105 1.427
105 C 6.918 1.237 5.992  O104 1.427, H118 1.090, H119 1.090, H120 1.090
106 H 7.457 0.332 2.752  C97 1.090
107 H 6.562 -0.843 1.704  C97 1.090
108 H 6.916 0.782 1.167  C97 1.090
109 H 9.924 -1.825 1.287  C99 1.090
110 H 8.857 -1.615 2.726  C99 1.090
111 H 11.030 0.200 1.524  C100 1.090
112 H 11.345 -0.681 2.937  C100 1.090
113 H 9.190 1.185 2.712  N101 1.010
114 H 10.619 0.402 5.098  C102 1.090
115 H 9.099 -0.235 4.590  C102 1.090
116 H 9.459 2.805 4.781  C103 1.090
117 H 9.263 1.929 6.222  C103 1.090
118 H 7.046 1.742 6.949  C105 1.090
119 H 7.256 0.204 6.066  C105 1.090
120 H 5.938 1.310 5.520  C105 1.090
121 C -3.552 -3.568 11.860  O122 1.368, H130 1.090, H131 1.090, H132 1.090
122 O -3.162 -2.288 11.575  C121 1.368, C123 1.439
123 C -1.795 -2.276 11.128  O122 1.439, C124 1.583, H133 1.090, H134 1.090
124 C -1.605 -0.912 10.346  C123 1.583, N125 1.482, H135 1.090, H136 1.090
125 N -1.609 0.257 11.257  C124 1.482, C126 1.464, H137 1.010
126 C -1.717 1.536 10.553  N125 1.464, C127 1.506, H138 1.090, H139 1.090
127 C -3.129 1.840 10.127  C126 1.506, O128 1.428, H140 1.090, H141 1.090
128 O -4.039 1.695 11.218  C127 1.428, C129 1.456
129 C -5.451 1.870 10.907  O128 1.456, H142 1.090, H143 1.090, H144 1.090
130 H -3.061 -3.936 12.761  C121 1.090
131 H -3.443 -4.235 11.004  C121 1.090
132 H -4.606 -3.722 12.090  C121 1.090
133 H -1.620 -3.076 10.408  C123 1.090
134 H -0.997 -2.348 11.867  C123 1.090
135 H -2.441 -0.780 9.659  C124 1.090
136 H -0.692 -0.939 9.752  C124 1.090
137 H -2.523 0.166 11.677  N125 1.010
138 H -0.973 1.646 9.764  C126 1.090
139 H -1.590 2.253 11.364  C126 1.090
140 H -3.502 1.165 9.357  C127 1.090
141 H -3.211 2.824 9.665  C127 1.090
142 H -5.615 2.371 9.954  C129 1.090
143 H -5.910 2.394 11.746  C129 1.090
144 H -5.934 0.893 10.933  C129 1.090
145 C -4.827 6.729 -3.802  O146 1.440, H154 1.090, H155 1.090, H156 1.090
146 O -4.858 6.726 -5.241  C145 1.440, C147 1.421
147 C -4.023 7.703 -5.848  O146 1.421, C148 1.560, H157 1.090, H158 1.090
148 C -4.128 7.462 -7.385  C147 1.560, N149 1.484, H159 1.090, H160 1.090
149 N -3.325 6.247 -7.667  C148 1.484, C150 1.420, H161 1.010
150 C -3.332 5.871 -9.036  N149 1.420, C151 1.545, H162 1.090, H163 1.090
151 C -2.737 4.451 -9.170  C150 1.545, O152 1.453, H164 1.090, H165 1.090
152 O -3.546 3.401 -8.575  C151 1.453, C153 1.433
153 C -4.614 2.825 -9.337  O152 1.433, H166 1.090, H167 1.090, H168 1.090
154 H -5.390 7.569 -3.395  C145 1.090
155 H -3.879 6.745 -3.264  C145 1.090
156 H -5.406 5.856 -3.499  C145 1.090
157 H -2.979 7.530 -5.588  C147 1.090
158 H -4.339 8.714 -5.591  C147 1.090
159 H -3.926 8.375 -7.947  C148 1.090
160 H -5.142 7.221 -7.704  C148 1.090
161 H -3.709 5.464 -7.158  N149 1.010
162 H -2.615 6.555 -9.490  C150 1.090
163 H -4.311 5.940 -9.510  C150 1.090
164 H -1.742 4.542 -8.734  C151 1.090
165 H -2.608 4.226 -10.229  C151 1.090
166 H -5.169 2.211 -8.628  C153 1.090
167 H -4.247 2.149 -10.109  C153 1.090
168 H -5.319 3.554 -9.739  C153 1.090
169 C -0.248 -3.874 4.929  O170 1.436, H178 1.090, H179 1.090, H180 1.090
170 O -1.544 -3.378 5.297  C169 1.436, C171 1.432
171 C -2.631 -4.231 4.920  O170 1.432, C172 1.546, H181 1.090, H182 1.090
172 C -4.047 -3.616 5.009  C171 1.546, N173 1.441, H183 1.090, H184 1.090
173 N -4.314 -2.865 3.808  C172 1.441, C174 1.484, H185 1.010
174 C -5.519 -2.000 3.837  N173 1.484, C175 1.547, H186 1.090, H187 1.090
175 C -5.643 -1.137 2.560  C174 1.547, O176 1.414, H188 1.090, H189 1.090
176 O -4.924 0.076 2.666  C175 1.414, C177 1.430
177 C -5.259 1.000 3.706  O176 1.430, H190 1.090, H191 1.090, H192 1.090
178 H 0.560 -3.143 4.962  C169 1.090
179 H -0.322 -4.222 3.899  C169 1.090
180 H -0.017 -4.735 5.556  C169 1.090
181 H -2.691 -5.088 5.590  C171 1.090
182 H -2.450 -4.573 3.901  C171 1.090
183 H -4.082 -2.965 5.882  C172 1.090
184 H -4.812 -4.373 5.187  C172 1.090
185 H -3.523 -2.249 3.689  N173 1.010
186 H -5.543 -1.395 4.744  C174 1.090
187 H -6.298 -2.749 3.976  C174 1.090
188 H -6.688 -0.947 2.314  C175 1.090
189 H -5.142 -1.712 1.782  C175 1.090
190 H -4.758 1.953 3.536  C177 1.090
191 H -4.934 0.707 4.705  C177 1.090
192 H -6.332 1.188 3.705  C177 1.090

Output
LUMO energy ... 0.41 eV
Total charge ... 0
E_HOMO ... -0.31268 Ha
SMILES string ... COCCNCCOC.COCCNCCOC.COCCNCCOC.COCCNCCOC.COCCNCCOC.COCCNCCOC.COCCNCCOC.COCCNCCOC
HOMO-LUMO gap ... 0.3276 hartree



<b>
Computed, not measured: a 8-piece molecular cluster, C48H120N8O16 overall, with the ωB97M-V functional and the def2-TZVPD basis.

Bonds (Å) are listed after each position.
Cartesian coordinates (Å):
1 C -0.216 0.951 2.901  O2 1.437, H10 1.090, H11 1.094, H12 1.094
2 O -0.707 2.267 2.601  C1 1.437, C3 1.428
3 C 0.312 3.007 1.928  O2 1.428, C4 1.531, H13 1.091, H14 1.095
4 C -0.258 4.285 1.307  C3 1.531, N5 1.479, H15 1.095, H16 1.094
5 N -1.021 3.891 0.103  C4 1.479, C6 1.455, H17 1.020
6 C -1.354 5.007 -0.768  N5 1.455, C7 1.515, H18 1.101, H19 1.091
7 C -0.140 5.410 -1.580  C6 1.515, O8 1.416, H20 1.101, H21 1.112
8 O -0.520 6.393 -2.526  C7 1.416, C9 1.394
9 C 0.440 6.680 -3.495  O8 1.394, H22 1.088, H23 1.101, H24 1.104
10 H 0.716 1.038 3.461  C1 1.090
11 H -0.123 0.345 1.995  C1 1.094
12 H -0.982 0.494 3.534  C1 1.094
13 H 0.682 2.378 1.117  C3 1.091
14 H 1.116 3.279 2.622  C3 1.095
15 H 0.649 4.836 1.042  C4 1.095
16 H -0.880 4.917 1.948  C4 1.094
17 H -1.830 3.429 0.518  N5 1.020
18 H -1.693 5.862 -0.163  C6 1.101
19 H -2.142 4.737 -1.473  C6 1.091
20 H 0.400 4.537 -1.978  C7 1.101
21 H 0.608 5.909 -0.926  C7 1.112
22 H 0.086 7.409 -4.221  C9 1.088
23 H 0.772 5.796 -4.062  C9 1.101
24 H 1.346 7.095 -3.022  C9 1.104
25 C -0.039 -4.972 6.856  O26 1.394, H34 1.089, H35 1.102, H36 1.098
26 O 1.001 -5.626 6.198  C25 1.394, C27 1.411
27 C 2.273 -5.244 6.674  O26 1.411, C28 1.525, H37 1.096, H38 1.100
28 C 3.331 -5.953 5.834  C27 1.525, N29 1.455, H39 1.097, H40 1.089
29 N 3.052 -5.648 4.439  C28 1.455, C30 1.468, H41 1.019
30 C 3.283 -6.787 3.542  N29 1.468, C31 1.508, H42 1.102, H43 1.099
31 C 2.784 -6.525 2.143  C30 1.508, O32 1.424, H44 1.104, H45 1.103
32 O 1.360 -6.536 2.148  C31 1.424, C33 1.401
33 C 0.815 -6.119 0.927  O32 1.401, H46 1.097, H47 1.087, H48 1.101
34 H -1.002 -5.392 6.571  C25 1.089
35 H -0.066 -3.905 6.582  C25 1.102
36 H 0.011 -5.005 7.953  C25 1.098
37 H 2.349 -5.463 7.745  C27 1.096
38 H 2.354 -4.152 6.568  C27 1.100
39 H 3.238 -7.017 6.084  C28 1.097
40 H 4.312 -5.587 6.136  C28 1.089
41 H 2.045 -5.503 4.374  N29 1.019
42 H 2.846 -7.712 3.950  C30 1.102
43 H 4.365 -6.964 3.475  C30 1.099
44 H 3.142 -7.345 1.496  C31 1.104
45 H 3.183 -5.559 1.793  C31 1.103
46 H 1.119 -5.097 0.669  C33 1.097
47 H -0.269 -6.190 0.970  C33 1.087
48 H 1.131 -6.758 0.088  C33 1.101
49 C 1.050 -2.717 2.681  O50 1.411, H58 1.093, H59 1.097, H60 1.099
50 O 0.097 -2.192 1.782  C49 1.411, C51 1.423
51 C 0.605 -2.011 0.465  O50 1.423, C52 1.511, H61 1.096, H62 1.100
52 C -0.570 -1.735 -0.443  C51 1.511, N53 1.484, H63 1.092, H64 1.093
53 N -0.175 -1.658 -1.871  C52 1.484, C54 1.483, H65 1.021
54 C 0.793 -0.561 -2.113  N53 1.483, C55 1.527, H66 1.092, H67 1.094
55 C 0.235 0.846 -1.913  C54 1.527, O56 1.421, H68 1.101, H69 1.094
56 O -0.668 1.015 -2.997  C55 1.421, C57 1.403
57 C -1.226 2.297 -3.107  O56 1.403, H70 1.095, H71 1.091, H72 1.098
58 H 1.791 -3.398 2.254  C49 1.093
59 H 0.501 -3.294 3.436  C49 1.097
60 H 1.533 -1.937 3.286  C49 1.099
61 H 1.131 -2.887 0.069  C51 1.096
62 H 1.250 -1.122 0.537  C51 1.100
63 H -1.063 -0.818 -0.111  C52 1.092
64 H -1.231 -2.605 -0.428  C52 1.093
65 H -1.023 -1.303 -2.314  N53 1.021
66 H 1.101 -0.710 -3.150  C54 1.092
67 H 1.735 -0.695 -1.573  C54 1.094
68 H 1.107 1.508 -2.039  C55 1.101
69 H -0.287 0.988 -0.963  C55 1.094
70 H -1.818 2.627 -2.247  C57 1.095
71 H -1.887 2.304 -3.976  C57 1.091
72 H -0.449 3.040 -3.329  C57 1.098
73 C -4.234 -0.230 -1.632  O74 1.407, H82 1.089, H83 1.096, H84 1.094
74 O -4.351 -0.130 -0.234  C73 1.407, C75 1.413
75 C -3.550 0.883 0.340  O74 1.413, C76 1.505, H85 1.100, H86 1.096
76 C -4.151 1.351 1.639  C75 1.505, N77 1.463, H87 1.100, H88 1.095
77 N -3.462 2.566 2.075  C76 1.463, C78 1.464, H89 1.045
78 C -4.003 3.034 3.352  N77 1.464, C79 1.521, H90 1.102, H91 1.095
79 C -3.315 4.320 3.782  C78 1.521, O80 1.418, H92 1.088, H93 1.094
80 O -3.846 4.826 4.996  C79 1.418, C81 1.402
81 C -3.675 3.957 6.082  O80 1.402, H94 1.097, H95 1.084, H96 1.098
82 H -4.882 -1.057 -1.916  C73 1.089
83 H -3.222 -0.508 -1.946  C73 1.096
84 H -4.506 0.717 -2.108  C73 1.094
85 H -3.551 1.735 -0.357  C75 1.100
86 H -2.515 0.533 0.418  C75 1.096
87 H -4.065 0.610 2.448  C76 1.100
88 H -5.198 1.562 1.397  C76 1.095
89 H -2.470 2.287 2.246  N77 1.045
90 H -3.926 2.239 4.111  C78 1.102
91 H -5.072 3.237 3.233  C78 1.095
92 H -3.485 5.076 3.019  C79 1.088
93 H -2.246 4.146 3.939  C79 1.094
94 H -4.523 3.264 6.150  C81 1.097
95 H -3.588 4.569 6.972  C81 1.084
96 H -2.829 3.264 5.981  C81 1.098
97 C 3.696 3.501 -2.792  O98 1.408, H106 1.100, H107 1.087, H108 1.102
98 O 4.044 2.998 -4.061  C97 1.408, C99 1.428
99 C 3.154 1.991 -4.543  O98 1.428, C100 1.510, H109 1.090, H110 1.096
100 C 3.461 0.622 -3.984  C99 1.510, N101 1.459, H111 1.084, H112 1.104
101 N 4.820 0.206 -4.313  C100 1.459, C102 1.447, H113 1.008
102 C 5.267 -1.050 -3.751  N101 1.447, C103 1.513, H114 1.106, H115 1.097
103 C 4.388 -2.268 -3.939  C102 1.513, O104 1.426, H116 1.096, H117 1.098
104 O 3.365 -2.224 -2.947  C103 1.426, C105 1.388
105 C 2.614 -3.387 -2.851  O104 1.388, H118 1.102, H119 1.091, H120 1.091
106 H 2.666 3.886 -2.758  C97 1.100
107 H 4.399 4.284 -2.519  C97 1.087
108 H 3.753 2.702 -2.036  C97 1.102
109 H 3.334 2.010 -5.618  C99 1.090
110 H 2.119 2.278 -4.323  C99 1.096
111 H 2.820 -0.097 -4.482  C100 1.084
112 H 3.388 0.625 -2.883  C100 1.104
113 H 5.565 0.871 -4.172  N101 1.008
114 H 5.455 -0.953 -2.666  C102 1.106
115 H 6.239 -1.358 -4.154  C102 1.097
116 H 4.941 -3.206 -3.820  C103 1.096
117 H 3.963 -2.263 -4.952  C103 1.098
118 H 3.208 -4.313 -2.924  C105 1.102
119 H 1.806 -3.458 -3.580  C105 1.091
120 H 2.213 -3.474 -1.841  C105 1.091
121 C 1.374 -1.601 -6.204  O122 1.408, H130 1.091, H131 1.087, H132 1.094
122 O 1.328 -0.209 -6.413  C121 1.408, C123 1.414
123 C 0.020 0.235 -6.717  O122 1.414, C124 1.525, H133 1.105, H134 1.099
124 C -0.134 1.718 -6.395  C123 1.525, N125 1.463, H135 1.089, H136 1.098
125 N 0.678 2.520 -7.310  C124 1.463, C126 1.461, H137 1.015
126 C 0.833 3.913 -6.899  N125 1.461, C127 1.520, H138 1.099, H139 1.092
127 C -0.414 4.779 -6.811  C126 1.520, O128 1.408, H140 1.103, H141 1.105
128 O -1.227 4.366 -5.738  C127 1.408, C129 1.403
129 C -2.267 5.253 -5.421  O128 1.403, H142 1.088, H143 1.097, H144 1.095
130 H 1.127 -1.798 -5.159  C121 1.091
131 H 2.366 -1.947 -6.482  C121 1.087
132 H 0.684 -2.115 -6.879  C121 1.094
133 H -0.710 -0.255 -6.049  C123 1.105
134 H -0.246 -0.029 -7.751  C123 1.099
135 H 0.195 1.830 -5.363  C124 1.089
136 H -1.215 1.914 -6.390  C124 1.098
137 H 0.254 2.463 -8.230  N125 1.015
138 H 1.463 4.345 -7.688  C126 1.099
139 H 1.414 4.000 -5.978  C126 1.092
140 H -0.969 4.782 -7.764  C127 1.103
141 H -0.071 5.817 -6.653  C127 1.105
142 H -2.866 4.851 -4.607  C129 1.088
143 H -2.910 5.366 -6.303  C129 1.097
144 H -1.898 6.233 -5.102  C129 1.095
145 C 4.411 -1.601 5.876  O146 1.399, H154 1.086, H155 1.102, H156 1.099
146 O 4.191 -0.894 4.690  C145 1.399, C147 1.402
147 C 3.875 0.460 4.874  O146 1.402, C148 1.516, H157 1.094, H158 1.101
148 C 3.958 1.148 3.526  C147 1.516, N149 1.453, H159 1.101, H160 1.093
149 N 3.189 0.389 2.555  C148 1.453, C150 1.447, H161 1.014
150 C 3.388 0.846 1.197  N149 1.447, C151 1.540, H162 1.089, H163 1.101
151 C 4.673 0.281 0.563  C150 1.540, O152 1.414, H164 1.097, H165 1.099
152 O 4.874 -1.095 0.824  C151 1.414, C153 1.413
153 C 4.128 -2.022 0.062  O152 1.413, H166 1.090, H167 1.091, H168 1.091
154 H 4.418 -2.667 5.668  C145 1.086
155 H 3.635 -1.417 6.636  C145 1.102
156 H 5.347 -1.283 6.356  C145 1.099
157 H 4.479 0.969 5.631  C147 1.094
158 H 2.823 0.521 5.196  C147 1.101
159 H 5.022 1.219 3.254  C148 1.101
160 H 3.540 2.154 3.627  C148 1.093
161 H 3.428 -0.590 2.672  N149 1.014
162 H 3.342 1.933 1.141  C150 1.089
163 H 2.603 0.412 0.559  C150 1.101
164 H 5.560 0.703 1.052  C151 1.097
165 H 4.733 0.524 -0.507  C151 1.099
166 H 3.235 -1.626 -0.422  C153 1.090
167 H 3.808 -2.826 0.727  C153 1.091
168 H 4.796 -2.434 -0.697  C153 1.091
169 C -8.091 -0.185 -1.737  O170 1.416, H178 1.093, H179 1.094, H180 1.086
170 O -7.952 -0.369 -0.340  C169 1.416, C171 1.404
171 C -8.067 -1.710 0.060  O170 1.404, C172 1.509, H181 1.101, H182 1.095
172 C -7.438 -1.912 1.417  C171 1.509, N173 1.445, H183 1.094, H184 1.110
173 N -5.994 -1.888 1.401  C172 1.445, C174 1.441, H185 1.015
174 C -5.442 -2.112 2.714  N173 1.441, C175 1.512, H186 1.089, H187 1.101
175 C -3.964 -2.425 2.657  C174 1.512, O176 1.416, H188 1.103, H189 1.099
176 O -3.528 -2.744 3.966  C175 1.416, C177 1.401
177 C -2.134 -2.878 4.023  O176 1.401, H190 1.096, H191 1.086, H192 1.099
178 H -9.134 -0.379 -1.999  C169 1.093
179 H -7.389 -0.855 -2.243  C169 1.094
180 H -7.833 0.847 -1.956  C169 1.086
181 H -7.477 -2.300 -0.658  C171 1.101
182 H -9.105 -2.056 0.110  C171 1.095
183 H -7.818 -2.826 1.882  C172 1.094
184 H -7.864 -1.119 2.067  C172 1.110
185 H -5.688 -1.051 0.915  N173 1.015
186 H -5.954 -2.936 3.208  C174 1.089
187 H -5.536 -1.216 3.346  C174 1.101
188 H -3.341 -1.572 2.336  C175 1.103
189 H -3.704 -3.187 1.910  C175 1.099
190 H -1.767 -3.510 3.206  C177 1.096
191 H -1.840 -3.287 4.986  C177 1.086
192 H -1.626 -1.914 3.877  C177 1.099

Output
LUMO energy ... 0.63 eV
Total charge ... 0
E_HOMO ... -0.30225 Ha
SMILES string ... COCCNCCOC.COCCNCCOC.COCCNCCOC.COCCNCCOC.COCCNCCOC.COCCNCCOC.COCCNCCOC.COCCNCCOC
HOMO-LUMO gap ... 0.3254 hartree



Ranking the structures above by energy, <b> is first and the second is 460.0 kJ/mol behind.